1.
Density functional theory data (ωB97M-V/def2-TZVPD) for the molecule C4H5BrClNO.

Last column: Mulliken charge in e.
Atoms and positions in Å:
C 1.67 0.83 1.20  0.381
C 0.48 0.22 0.50  0.738
C 0.48 -0.14 -0.91  -1.154
C -0.78 0.37 1.23  -0.892
N 1.67 2.05 0.64  -0.232
O 2.19 0.50 2.23  -0.524
Cl 1.80 2.57 -0.92  -0.038
Br -2.16 1.41 0.23  -0.135
H 1.29 -0.84 -1.15  0.343
H 0.65 0.76 -1.53  0.337
H -0.48 -0.56 -1.21  0.374
H -0.67 0.86 2.19  0.437
H -1.24 -0.61 1.37  0.367

Its gap between HOMO and LUMO (alpha / beta) is 8.133 / 7.736 eV. The total energy is -90327.7110 eV. For the LUMO energy (alpha / beta), the calculation gives -1.40 / -1.53 eV. Its HOMO energy (alpha / beta) is -0.350 / -0.341 Ha. The relative energy (zero: lowest compared OMol25 entry of this formula, charge and spin) comes out at 3.469 eV.

=====

2.
Density functional theory data (ωB97M-V/def2-TZVPD) for a structure of composition C4H8O2.

Last column: Mulliken charge in e.
Atoms and positions in Å:
O 2.25 -1.13 -0.61  -0.530
C 1.28 -0.11 -0.72  -0.481
C 0.52 0.26 0.52  -0.362
C -1.26 1.14 0.03  -0.793
C -0.83 -0.13 0.85  0.240
O -1.36 -1.24 0.19  -0.519
H 1.80 -1.97 -0.42  0.322
H 0.54 -0.33 -1.50  0.309
H 1.86 0.77 -1.01  0.272
H 1.17 0.56 1.37  0.329
H -1.46 1.05 -1.06  0.273
H -1.26 2.19 0.30  0.303
H -1.01 -0.15 1.93  0.272
H -2.28 -0.95 0.15  0.366

Its gap between HOMO and LUMO is 9.210 eV. The total energy is -8369.3337 eV. For the LUMO energy, the calculation gives 0.62 eV. Its HOMO energy is -0.316 Ha. The relative energy (zero: lowest compared OMol25 entry of this formula, charge and spin) comes out at 3.948 eV.

=====

3.
Density functional theory data (ωB97M-V/def2-TZVPD) for a structure of composition C3H3IN2S.

Last column: Mulliken charge in e.
Atoms and positions in Å:
C 1.00 0.49 -0.04  0.372
C -2.69 -0.66 -0.14  -0.242
C 2.13 0.08 0.75  -0.832
N -0.07 0.74 -0.43  0.717
N -1.06 1.19 -1.00  -0.990
S -2.33 0.22 -1.48  0.148
I -4.26 -2.00 -0.51  0.028
H 2.47 0.90 1.38  0.270
H 1.84 -0.76 1.37  0.255
H 2.96 -0.21 0.09  0.275

Its gap between HOMO and LUMO is 8.257 eV. The total energy is -25070.2596 eV. For the LUMO energy, the calculation gives -0.06 eV. Its HOMO energy is -0.306 Ha. The relative energy (zero: lowest compared OMol25 entry of this formula, charge and spin) comes out at 4.770 eV.